No. 1
The following is a quantum chemistry calculation of a structure of composition C54H44Br2GeMnN3O2PS in a non-equilibrium geometry, from OMol25.

<S²>   0.76
HOMO energy (spin up / spin down)   -12.738 / -12.591 eV
Calculated total energy   -313311.0449 eV
Total charge   +2
Multiplicity   2

Last column: Löwdin charge in e.
Geometry (Å):
1 Mn -1.57339 0.86869 -0.93526  0.461
2 C 0.47803 -5.56183 -5.31139  -0.037
3 C -0.60267 -5.64298 -4.44584  -0.045
4 C -0.91726 -4.56548 -3.62977  -0.051
5 C -0.13660 -3.41105 -3.69136  -0.308
6 C 0.94746 -3.32476 -4.57176  -0.066
7 C 1.25206 -4.40654 -5.37612  -0.043
8 P -0.54204 -2.01048 -2.70632  1.075
9 C -1.52979 -2.48574 -1.32210  -0.303
10 C -1.04679 -3.39947 -0.37844  -0.062
11 C -1.86441 -3.77885 0.67381  -0.049
12 C -3.15166 -3.25663 0.78448  -0.037
13 C -3.62870 -2.35008 -0.14994  -0.051
14 C -2.81725 -1.96332 -1.21123  -0.099
15 C -1.24714 -0.68267 -3.61562  -0.307
16 C -1.44457 -0.96232 -4.98582  -0.066
17 C -1.86630 0.03414 -5.83634  -0.061
18 C -2.03708 1.30988 -5.31161  -0.062
19 C -1.86908 1.55163 -3.95410  -0.161
20 C -1.51354 0.58076 -2.99392  -0.162
21 H 0.72111 -6.40540 -5.94595  0.121
22 H -1.19915 -6.54478 -4.40168  0.119
23 H -1.76386 -4.62704 -2.95723  0.114
24 H 1.55103 -2.42699 -4.61972  0.121
25 H 2.09407 -4.35330 -6.05345  0.120
26 H -0.04989 -3.81633 -0.47135  0.126
27 H -1.50641 -4.49508 1.40216  0.118
28 H -3.78893 -3.56946 1.60245  0.122
29 H -4.63339 -1.95446 -0.07115  0.114
30 H -3.21157 -1.31808 -1.98116  0.089
31 H -1.26404 -1.95328 -5.38204  0.106
32 H -2.03337 -0.16983 -6.88563  0.117
33 H -2.30134 2.12780 -5.97659  0.115
34 H -2.03282 2.56806 -3.62323  0.061
35 Br -3.18527 7.04334 0.15955  0.856
36 C -2.33636 5.41192 -0.14989  -0.679
37 C -1.78087 5.13836 -1.38948  -0.071
38 C -1.22895 3.88721 -1.58646  -0.090
39 N -1.20772 2.93916 -0.64516  0.054
40 C -1.65879 3.26188 0.57914  -0.240
41 C -2.24661 4.47863 0.86690  -0.042
42 C -1.43819 2.21776 1.61346  -0.229
43 C -1.10065 2.53097 2.91700  -0.045
44 C -0.73446 1.49505 3.76464  -0.646
45 Br -0.21139 1.87326 5.51171  0.896
46 C -0.72553 0.19573 3.29179  -0.059
47 C -1.09350 -0.01469 1.97585  -0.081
48 N -1.44382 0.96997 1.14166  0.014
49 H -1.77480 5.87592 -2.18132  0.119
50 H -0.76561 3.63273 -2.52888  0.117
51 H -2.62985 4.68761 1.85687  0.126
52 H -1.07628 3.55904 3.25237  0.123
53 H -0.42207 -0.63316 3.92073  0.091
54 H -1.10254 -1.01692 1.56493  0.111
55 O 0.96706 -1.62486 -2.12961  -0.053
56 C 1.12631 -0.67425 -1.18760  -0.466
57 O 0.18657 -0.02794 -0.81435  0.003
58 C 2.42887 -0.62382 -0.50581  -0.101
59 C 2.15752 -1.38661 0.82336  -0.218
60 Ge 3.09394 -0.69537 2.39244  0.993
61 C 2.08427 -1.36111 3.89822  -0.297
62 C 2.16295 -0.70919 5.13160  -0.128
63 C 1.44092 -1.17370 6.22532  -0.102
64 C 0.62450 -2.29106 6.09811  -0.071
65 C 0.53452 -2.94972 4.87729  -0.085
66 C 1.26239 -2.48653 3.78535  -0.130
67 C 3.00200 1.23764 2.31982  -0.258
68 C 1.91980 1.91080 1.74015  -0.113
69 C 1.86703 3.29994 1.73470  -0.080
70 C 2.88897 4.03563 2.32416  -0.066
71 C 3.96308 3.38142 2.91607  -0.062
72 C 4.02154 1.99204 2.90738  -0.091
73 C 4.92694 -1.26860 2.43248  -0.286
74 C 5.34289 -2.23860 3.34788  -0.096
75 C 6.67320 -2.64459 3.38700  -0.072
76 C 7.59583 -2.08325 2.51477  -0.072
77 C 7.19436 -1.11474 1.60163  -0.076
78 C 5.86757 -0.70707 1.56401  -0.115
79 H 2.67173 0.42359 -0.33209  0.117
80 H 3.21126 -1.08686 -1.10152  0.136
81 H 2.39154 -2.44821 0.70234  0.090
82 H 1.09684 -1.31526 1.08460  0.044
83 H 2.78821 0.17093 5.24563  0.105
84 H 1.51496 -0.66347 7.17808  0.110
85 H 0.06474 -2.65395 6.95186  0.112
86 H -0.08852 -3.83214 4.78283  0.106
87 H 1.19436 -3.02314 2.84203  0.093
88 H 1.09840 1.35083 1.29066  0.080
89 H 1.03243 3.81315 1.26514  0.094
90 H 2.84862 5.11758 2.32343  0.109
91 H 4.75988 3.95284 3.37719  0.112
92 H 4.87843 1.49513 3.35045  0.107
93 H 4.63103 -2.67754 4.03926  0.098
94 H 6.98988 -3.39471 4.10185  0.109
95 H 8.63259 -2.39580 2.54923  0.110
96 H 7.91819 -0.67120 0.92843  0.108
97 H 5.57205 0.06640 0.86023  0.101
98 S -3.98729 1.28266 -0.59900  0.756
99 C -4.74124 2.47958 -1.57470  -0.653
100 N -4.58696 2.49401 -2.91636  0.076
101 C -5.12968 3.41253 -3.75101  -0.039
102 C -5.91658 4.40159 -3.24993  -0.028
103 C -6.14214 4.42070 -1.86384  -0.015
104 C -5.56775 3.48209 -1.04205  -0.070
105 H -4.00698 1.75846 -3.30705  0.113
106 H -4.90955 3.29097 -4.80277  0.139
107 H -6.35576 5.13604 -3.91000  0.123
108 H -6.77565 5.19011 -1.43659  0.128
109 H -5.72755 3.48814 0.02707  0.117

=====

No. 2
The following is a quantum chemistry calculation of a structure of composition C16H26N2O4S in a non-equilibrium geometry, from OMol25.

HOMO energy   -7.699 eV
Calculated total energy   -39004.9936 eV

Last column: Löwdin charge in e.
Geometry (Å):
1 C 4.02332 3.44659 -3.87438  -0.020
2 H 4.44571 4.42897 -3.79720  0.089
3 O 3.70717 3.01530 -2.54835  -0.034
4 C 3.15837 1.96833 -2.29944  -0.399
5 C 3.03788 1.81117 -0.95244  0.022
6 C 2.54958 0.47792 -0.60109  -0.079
7 C 2.09693 -0.39728 -1.51124  -0.229
8 C 1.92306 -0.00083 -2.99239  0.006
9 C 2.61016 1.14595 -3.39793  0.012
10 H 2.70655 1.36096 -4.30807  0.011
11 H 1.57552 -0.86004 -3.82495  0.165
12 C 1.13502 -1.66268 -1.32315  -0.063
13 H 1.71111 -1.90223 -0.26209  0.146
14 H 1.18906 -2.48677 -1.98743  0.089
15 C -0.38580 -1.39928 -0.74345  -0.399
16 C -0.31553 -2.13555 0.73107  -0.007
17 C -1.73383 -1.70961 1.50448  -0.184
18 N -2.03549 -0.38704 1.38472  -0.269
19 S -1.49830 0.42815 2.52549  0.404
20 O -1.52260 1.78001 2.28924  -0.224
21 O -0.01779 0.15693 2.65181  -0.329
22 N -2.07508 -0.20779 3.78191  -0.286
23 C -3.58364 0.29619 3.77658  -0.086
24 H -3.49510 1.36725 3.98926  0.053
25 H -4.20643 0.21114 2.63792  0.164
26 H -4.23559 -0.13252 4.62086  0.092
27 C -1.49072 0.30538 5.21940  0.059
28 H -0.61174 -0.22908 4.91671  0.074
29 H -1.86744 -0.48920 5.88666  0.101
30 H -1.56429 1.19285 5.50419  0.003
31 C -2.16004 0.13656 -0.04606  -0.073
32 C -0.76895 0.09389 -0.69043  -0.081
33 H -0.74720 0.36830 -1.62079  0.055
34 H 0.06328 0.65453 0.01204  0.178
35 H -2.23102 1.31527 0.15510  0.158
36 H -2.95169 -0.43915 -0.63252  0.148
37 H -1.91870 -1.99917 2.36700  0.016
38 H -2.44467 -2.50867 0.97576  0.166
39 H -0.30926 -3.22190 0.63963  0.121
40 H 0.40438 -1.80304 1.24299  -0.004
41 C -1.13559 -2.29142 -1.52033  -0.163
42 O -1.03843 -1.82030 -3.00151  -0.091
43 H -0.25859 -1.44972 -3.28420  -0.034
44 H -2.15634 -2.14432 -1.29582  0.094
45 H -0.88956 -3.26936 -1.90061  0.138
46 H 2.29528 0.20051 0.56565  0.170
47 H 3.54692 2.28555 -0.12728  0.116
48 H 3.02042 3.73354 -4.23217  0.104
49 H 4.44964 2.76574 -4.60316  0.101

=====

No. 3
The following is a quantum chemistry calculation of a structure of composition C17H9AuINO4 in a non-equilibrium geometry, from OMol25.

HOMO energy   -1.920 eV
Calculated total energy   -39250.5324 eV
Total charge   -2

Last column: Löwdin charge in e.
Geometry (Å):
1 Au 0.20227 -0.17028 -0.03962  0.711
2 I -0.36598 -1.18225 2.99566  0.763
3 C 1.28231 -2.47481 2.48644  -0.598
4 C 1.62610 -3.31978 3.50910  -0.218
5 C 2.67492 -4.23443 3.36595  -0.118
6 C 3.35949 -4.27797 2.18666  -0.070
7 C 3.02097 -3.41591 1.12072  -0.188
8 C 3.74968 -3.48937 -0.08141  -0.084
9 C 3.43694 -2.66343 -1.12409  -0.105
10 C 2.39225 -1.74804 -0.99001  -0.156
11 C 1.62086 -1.60382 0.15213  -0.301
12 C 1.94721 -2.46647 1.24170  -0.251
13 H 1.07799 -3.27738 4.43852  0.057
14 H 2.92244 -4.88910 4.19310  0.090
15 H 4.17857 -4.97598 2.04290  0.098
16 H 4.55705 -4.20955 -0.16003  0.094
17 H 3.99343 -2.71359 -2.05377  0.093
18 H 2.17683 -1.11431 -1.83539  0.037
19 O -1.12816 4.13353 -6.02557  -0.060
20 C -0.22020 3.29256 -6.05306  -0.719
21 O 0.56583 3.02355 -6.97744  -0.080
22 C -0.03466 2.45197 -4.74662  -0.106
23 C 0.95488 1.47681 -4.66154  -0.026
24 C 1.08399 0.75825 -3.49028  -0.159
25 N 0.31699 0.93851 -2.42694  0.046
26 C -0.63482 1.86514 -2.48652  -0.198
27 C -0.83744 2.63723 -3.62698  0.044
28 C -1.50656 2.05415 -1.24684  -0.646
29 O -2.38886 2.90946 -1.29491  -0.006
30 O -1.28537 1.32678 -0.22841  -0.231
31 H 1.60206 1.29884 -5.50804  0.098
32 H 1.84464 -0.01065 -3.38701  0.075
33 H -1.61929 3.38119 -3.64217  0.114

=====

No. 4
The following is a quantum chemistry calculation of a structure of composition C6H14GaO3 in a non-equilibrium geometry, from OMol25.

HOMO energy   -13.303 eV
Calculated total energy   -64960.0597 eV
Total charge   +1

Last column: Löwdin charge in e.
Geometry (Å):
1 C -3.62317 1.29811 0.23863  -0.098
2 O -2.52148 0.49624 0.59229  -0.250
3 C -2.39763 -0.65627 -0.20273  -0.216
4 C -1.17880 -1.42574 0.22858  -0.174
5 O -0.01742 -0.72657 -0.18136  -0.265
6 C 1.16830 -1.19676 0.42242  -0.204
7 C 2.33498 -0.56923 -0.29457  -0.178
8 O 2.40902 0.79040 0.08922  -0.434
9 C 3.57586 1.45494 -0.36284  -0.067
10 Ga 0.47606 1.77744 0.19876  1.079
11 H -3.63071 2.16893 0.90439  0.098
12 H -3.53024 1.65196 -0.80250  0.097
13 H -4.57091 0.74635 0.35735  0.101
14 H -2.30637 -0.36957 -1.26735  0.142
15 H -3.28415 -1.30606 -0.08708  0.145
16 H -1.17474 -2.42008 -0.24466  0.148
17 H -1.19711 -1.58302 1.31925  0.147
18 H 1.28689 -2.29024 0.41225  0.148
19 H 1.04871 -0.99377 1.49988  0.147
20 H 2.25702 -0.64283 -1.39058  0.154
21 H 3.25707 -1.10013 -0.01410  0.151
22 H 4.46540 0.99836 0.09528  0.115
23 H 3.66057 1.39345 -1.45852  0.113
24 H 3.49286 2.50409 -0.05200  0.101